Formula: C47H51I2N8ORbSb
Source: the Open Molecules 2025 dataset
Level of theory: wB97M-V/def2-TZVPD

Computed properties:
- gap between HOMO and LUMO (eV) = 5.2
- total charge = -1
- electronic energy (eV) = -86932.3497
- highest occupied orbital energy (hartree) = -0.1257

```
111
Properties=species:S:1:pos:R:3:lowdin_charge:R:1
Rb 0.145 -0.142 -0.130 0.6084
I -6.127 -5.082 -2.051 0.7791
C -4.430 -3.877 -2.200 -0.7679
C -3.211 -4.328 -1.718 -0.2492
C -2.102 -3.508 -1.813 -0.6134
I -0.262 -4.179 -1.095 1.0600
C -2.142 -2.181 -2.333 -0.5007
O -1.124 -1.406 -2.323 -0.3290
C -3.405 -1.804 -2.895 -0.1712
C -3.488 -0.488 -3.623 -0.1759
N -3.310 0.705 -2.797 -0.0373
C -4.231 0.752 -1.673 -0.1724
C -3.824 1.869 -0.756 -0.2739
C -4.722 2.824 -0.295 -0.0274
C -4.263 3.826 0.544 -0.0764
C -2.920 3.853 0.880 -0.0623
C -2.093 2.862 0.368 -0.1296
N -2.532 1.882 -0.418 0.1147
C -4.510 -2.628 -2.803 -0.1403
H -3.121 -5.310 -1.274 0.0747
H -4.453 -0.417 -4.135 0.1116
H -2.709 -0.457 -4.390 0.1154
H -2.374 0.658 -2.405 0.0556
H -4.239 -0.185 -1.094 0.1196
H -5.251 0.910 -2.037 0.1208
H -5.760 2.775 -0.599 0.1066
H -4.943 4.580 0.921 0.1008
H -2.512 4.619 1.525 0.0993
H -1.037 2.837 0.605 0.0628
H -5.451 -2.291 -3.226 0.0925
C 0.156 2.161 -4.487 -0.0450
C 0.729 3.412 -4.617 -0.0625
C 1.282 4.021 -3.501 -0.0187
C 1.249 3.348 -2.284 -0.2100
N 0.706 2.138 -2.162 0.1005
C 0.170 1.563 -3.234 -0.1530
C 1.790 3.960 -1.024 -0.1971
C 2.625 5.074 -1.041 -0.0156
C 3.034 5.608 0.169 -0.0576
C 2.622 5.017 1.350 -0.0132
C 1.822 3.878 1.277 -0.1977
N 1.418 3.380 0.112 0.1728
C 1.385 3.117 2.495 -0.2382
C 1.930 3.346 3.753 -0.0357
C 1.534 2.534 4.808 -0.0647
C 0.617 1.526 4.575 -0.0334
C 0.109 1.388 3.288 -0.1049
N 0.476 2.168 2.278 0.1197
H -0.302 1.653 -5.325 0.1090
H 0.737 3.921 -5.574 0.1051
H 1.709 5.011 -3.579 0.0982
H -0.277 0.582 -3.079 0.0630
H 2.958 5.513 -1.970 0.1002
H 3.673 6.482 0.191 0.1058
H 2.920 5.430 2.302 0.0998
H 2.676 4.113 3.909 0.0982
H 1.958 2.679 5.793 0.1051
H 0.301 0.840 5.350 0.1119
H -0.609 0.614 3.050 0.0777
C 3.602 0.448 0.155 -0.1119
N 2.848 -0.228 1.189 -0.2467
C 3.253 0.194 2.519 -0.0655
C 2.796 -1.659 1.108 -0.2436
C 3.804 -2.386 0.488 -0.0651
C 3.804 -3.776 0.481 -0.1309
C 2.780 -4.441 1.146 -0.1350
C 1.766 -3.732 1.766 -0.1028
C 1.707 -2.321 1.747 -0.3123
N 0.643 -1.601 2.208 -0.0179
C -0.031 -1.961 3.328 -0.2774
C 0.565 -2.579 4.451 -0.0461
C -0.110 -2.752 5.648 -0.1312
C -1.425 -2.334 5.787 -0.1375
C -2.058 -1.764 4.684 -0.0542
C -1.406 -1.585 3.474 -0.2167
N -2.065 -0.997 2.344 -0.2201
C -2.363 -1.968 1.298 -0.0930
C -3.226 -0.185 2.637 -0.1010
H 4.695 0.358 0.275 0.0860
H 3.347 1.510 0.163 0.0727
H 3.334 0.042 -0.822 0.0401
H 4.292 -0.105 2.736 0.0949
H 2.590 -0.259 3.255 0.0820
H 3.183 1.278 2.603 0.0680
H 4.614 -1.854 0.003 0.0993
H 4.589 -4.324 -0.024 0.0894
H 2.757 -5.525 1.165 0.0955
H 0.953 -4.264 2.246 0.1066
H 1.603 -2.883 4.371 0.1035
H 0.408 -3.208 6.486 0.0886
H -1.957 -2.459 6.722 0.0801
H -3.094 -1.460 4.773 0.0922
H -3.181 -2.646 1.591 0.1018
H -1.477 -2.564 1.085 0.0292
H -2.668 -1.453 0.382 0.0687
H -4.101 -0.772 2.963 0.0837
H -3.511 0.357 1.733 0.0712
H -2.993 0.542 3.417 0.0880
C 3.277 -0.362 -4.005 -0.3331
Sb 1.965 -1.697 -2.892 1.2314
C 3.381 -3.309 -3.072 -0.3393
C 0.829 -2.262 -4.617 -0.3226
H 3.561 -0.820 -4.955 -0.0052
H 4.180 -0.177 -3.419 -0.0088
H 2.790 0.595 -4.199 -0.0245
H 3.673 -3.418 -4.118 -0.0037
H 2.941 -4.239 -2.713 -0.0121
H 4.258 -3.089 -2.464 -0.0136
H 1.498 -2.613 -5.404 0.0000
H 0.261 -1.400 -4.970 -0.0076
H 0.123 -3.043 -4.339 -0.0084
```